# 1
DFT (the ωB97M-V functional and the def2-TZVPD basis) results for a 2-piece molecular cluster, C3H10ClNOP overall at a distorted geometry.

Geometry as XYZ:
```
17
Properties=species:S:1:pos:R:3
C 1.48972 0.24081 -1.08247
C 0.16112 -1.87806 -0.78177
C 1.75537 -1.14415 0.86932
N 1.25696 -0.99239 -0.31715
O -2.71459 2.80489 1.87203
P -2.27626 2.49516 0.36946
Cl -1.85925 0.49170 0.45012
H 0.52843 0.69142 -1.16233
H 2.16346 0.70635 -0.38687
H 1.81239 0.12886 -2.18194
H 0.00875 -1.53938 -1.81871
H 0.53653 -2.91667 -0.81042
H -0.73531 -1.66719 -0.13213
H 1.50488 -1.97613 1.52659
H 2.36885 -0.28281 1.17254
H -3.54543 2.59332 -0.19396
H -2.45561 2.24429 2.60769
```

## Properties
Charge: +1
LUMO (hartree): -0.1837
HOMO level (eV): -12.12
Relative energy (zero: lowest compared OMol25 entry of this formula, charge and spin) (kcal/mol): 14.1

=====

# 2
DFT (the ωB97M-V functional and the def2-TZVPD basis) results for a 2-piece molecular cluster, C3H10F2NSi overall at a distorted geometry.

Geometry as XYZ:
```
17
Properties=species:S:1:pos:R:3
C -0.65356 0.24814 -1.53006
C -0.30327 -1.99391 -0.79529
C 1.01240 -0.32239 0.23360
N -0.28464 -0.59008 -0.39542
F -0.72620 2.62533 1.57124
F 0.31721 1.50849 3.59892
Si 0.63728 2.60521 2.39588
H -0.84466 1.20035 -1.15260
H 0.09700 0.29715 -2.30971
H -1.61008 -0.19376 -2.00250
H 0.24804 -2.20794 -1.81612
H 0.13216 -2.77608 -0.08844
H -1.38332 -2.25949 -1.10962
H 1.03672 -1.14859 0.90088
H 1.72428 -0.23835 -0.43848
H -0.97612 -0.48846 0.37082
H 1.57675 3.73436 2.56692
```

## Properties
Charge: +1
LUMO (alpha / beta) (hartree): -0.1545 / -0.1930
HOMO level (alpha / beta) (eV): -13.79 / -11.35
Relative energy (zero: lowest compared OMol25 entry of this formula, charge and spin) (kcal/mol): 81.4

=====

# 3
DFT (the ωB97M-V functional and the def2-TZVPD basis) results for a 2-piece molecular cluster, C3H10IN2O overall at a distorted geometry.

Geometry as XYZ:
```
17
Properties=species:S:1:pos:R:3
C -0.54671 -2.73419 0.25786
C -0.34278 2.33595 -0.30153
C -0.12325 -0.27774 -0.58825
N 0.93644 2.62860 -0.53241
N -0.28948 -1.20402 0.48542
O -0.82479 2.18460 0.91710
I 2.08801 -0.42148 -0.99235
H -1.33328 -2.87748 -0.41399
H 0.36527 -3.20583 -0.21070
H -0.72138 -3.23577 1.33936
H -1.21740 2.59328 -0.97652
H -0.63035 -0.62999 -1.40011
H 1.61742 2.56264 0.31651
H 1.42912 2.57798 -1.44219
H 0.65263 -1.26901 1.02534
H -1.06111 -0.98612 1.05819
H 0.00162 1.95860 1.45828
```

## Properties
Charge: +1
LUMO (alpha / beta) (hartree): -0.1254 / -0.1254
HOMO level (alpha / beta) (eV): -11.67 / -11.67
Relative energy (zero: lowest compared OMol25 entry of this formula, charge and spin) (kcal/mol): 75.6

=====

# 4
DFT (the ωB97M-V functional and the def2-TZVPD basis) results for a 2-piece molecular cluster, C3H10N overall at a distorted geometry.

Geometry as XYZ:
```
14
Properties=species:S:1:pos:R:3
N 1.55982 0.89216 -1.57788
H 1.25592 0.38947 -2.47945
H 1.49615 1.97138 -1.60826
H 2.55853 0.56632 -1.38386
H 1.02856 0.47290 -0.75221
C -1.00947 -1.57911 1.09084
C -0.40774 -0.23049 1.06661
C -0.89361 0.84440 0.27753
H -1.93098 -1.62646 1.72774
H -0.10136 -2.24570 1.47502
H -1.30591 -1.99651 -0.00284
H 0.04326 0.06469 2.01310
H -0.73800 1.78366 0.70682
H -1.55518 0.69330 -0.55316
```

## Properties
Charge: +1
LUMO (hartree): -0.1522
HOMO level (eV): -13.62
Relative energy (zero: lowest compared OMol25 entry of this formula, charge and spin) (kcal/mol): 48.5

=====

# 5
DFT (the ωB97M-V functional and the def2-TZVPD basis) results for a 2-piece molecular cluster, C3H10N overall at a distorted geometry.

Geometry as XYZ:
```
14
Properties=species:S:1:pos:R:3
C 1.68736 0.13876 1.14414
C -0.54524 -0.79141 1.35976
N 0.22241 0.11913 0.91458
H 1.89512 0.62940 2.08836
H 2.11755 0.64163 0.28257
H 2.03266 -0.89255 1.14762
H -0.09900 -1.68262 1.78831
H -1.62322 -0.71665 1.29172
H -0.20769 0.81900 0.31262
C -1.09978 0.36156 -2.07451
H -1.41542 0.17473 -3.09425
H -0.89048 1.41159 -1.87193
H -0.18296 -0.19589 -1.86550
H -1.89131 -0.01669 -1.42351
```

## Properties
Charge: +1
LUMO (hartree): -0.2001
HOMO level (eV): -17.25
Relative energy (zero: lowest compared OMol25 entry of this formula, charge and spin) (kcal/mol): 30.1

=====

# 6
DFT (the ωB97M-V functional and the def2-TZVPD basis) results for a 2-piece molecular cluster, C3H10N overall at a distorted geometry.

Geometry as XYZ:
```
14
Properties=species:S:1:pos:R:3
C 2.00094 0.36058 1.14994
C -2.38321 0.11453 -0.40430
C 0.98982 0.44621 0.30021
N 1.01293 -0.58864 -0.60980
H -3.12202 0.38596 -1.11147
H 1.85365 0.80491 2.13641
H 2.70570 -0.31047 0.86993
H -2.36664 -0.90170 -0.23053
H -2.91974 0.74331 0.29748
H -1.26005 0.41946 -0.46403
H 0.38591 1.36805 0.35309
H 1.90615 -1.10112 -0.66549
H 0.80354 -0.50986 -1.62641
H 0.39304 -1.23120 0.00498
```

## Properties
Charge: +1
2S+1: 3
LUMO (alpha / beta) (hartree): -0.1495 / -0.2777
⟨S²⟩: 2.0046
HOMO level (alpha / beta) (eV): -11.39 / -15.90
Relative energy (zero: lowest compared OMol25 entry of this formula, charge and spin) (kcal/mol): 52.3

=====

# 7
DFT (the ωB97M-V functional and the def2-TZVPD basis) results for a 2-piece molecular cluster, C3H10N2 overall at a distorted geometry.

Geometry as XYZ:
```
15
Properties=species:S:1:pos:R:3
C -2.85417 0.29269 0.25370
N -2.44043 -1.05248 0.76309
H -2.87318 1.04742 1.15103
H -2.32413 0.84044 -0.58491
H -3.85379 0.15715 -0.07206
H -1.56253 -0.97400 1.08773
H -2.40440 -1.67378 -0.07620
C 2.44887 -0.33050 0.53997
C 2.25369 0.71340 -1.54773
N 3.00504 -0.00796 -0.78896
H 1.85882 0.50845 0.84126
H 1.79257 -1.22244 0.73754
H 3.21707 -0.41309 1.39773
H 2.48743 0.92628 -2.60251
H 1.24914 1.18843 -1.09968
```

## Properties
LUMO (hartree): 0.0287
SMILES string: C=NC.CN
HOMO level (eV): -9.73
Relative energy (zero: lowest compared OMol25 entry of this formula, charge and spin) (kcal/mol): 53.1

=====

# 8
DFT (the ωB97M-V functional and the def2-TZVPD basis) results for a 2-piece molecular cluster, C3H10N2 overall at a distorted geometry.

Geometry as XYZ:
```
15
Properties=species:S:1:pos:R:3
C -1.11759 0.81252 0.40541
C 0.40860 0.76714 0.24831
C 1.10012 -0.51232 0.63684
N 0.79569 -1.53360 -0.32945
N -1.92493 -0.15449 -0.46075
H -1.34990 0.41625 1.40291
H -1.58531 1.79467 0.30288
H 0.44128 0.49868 -0.93025
H 0.99984 1.66131 0.43847
H 0.89885 -0.82537 1.67106
H 2.17983 -0.29239 0.54121
H 1.51335 -2.25308 -0.21062
H 0.92449 0.23194 -1.66079
H -2.08034 0.26921 -1.37665
H -1.20399 -0.88045 -0.67858
```

## Properties
LUMO (hartree): -0.0385
HOMO level (eV): -7.94
Relative energy (zero: lowest compared OMol25 entry of this formula, charge and spin) (kcal/mol): 139.9

=====

# 9
DFT (the ωB97M-V functional and the def2-TZVPD basis) results for a 2-piece molecular cluster, C3H10N2 overall at a distorted geometry.

Geometry as XYZ:
```
15
Properties=species:S:1:pos:R:3
C 0.78278 -1.90471 -1.43760
C 1.42570 -0.78041 -0.60681
H 0.58776 -2.70376 -0.71446
H 1.37592 -2.25935 -2.27122
H -0.20943 -1.59263 -1.76605
H 0.67474 -0.04440 -0.31797
H 2.07910 -1.06674 0.21065
H 2.01110 -0.11858 -1.25733
N -1.40965 2.38230 0.69691
C -1.36573 1.13112 1.20182
N -0.73933 0.85206 2.28302
H -1.99527 2.66124 -0.06632
H -0.83247 3.06198 1.16558
H -2.05622 0.45375 0.67475
H -0.32899 -0.07188 2.20504
```

## Properties
LUMO (hartree): 0.0357
SMILES string: [H]/N=C/N.CC
HOMO level (eV): -8.83
Relative energy (zero: lowest compared OMol25 entry of this formula, charge and spin) (kcal/mol): 21.1

=====

# 10
DFT (the ωB97M-V functional and the def2-TZVPD basis) results for a 2-piece molecular cluster, C3H10N2 overall at a distorted geometry.

Geometry as XYZ:
```
15
Properties=species:S:1:pos:R:3
C -0.93810 -1.93169 -0.99310
N -2.08393 -1.38050 -0.36770
H -0.84827 -3.01368 -1.12828
H -0.51069 -1.53004 -1.92198
H -0.12136 -2.04086 -0.24880
H -1.88304 -0.68697 0.32788
H -3.03604 -1.68469 -0.48478
C 1.40838 1.45832 -0.57050
C 1.66644 1.58654 0.73444
N 0.73090 2.02085 1.66719
H 0.32373 1.48206 -0.74273
H 2.02894 1.08862 -1.36505
H 2.57039 1.08077 1.07421
H 0.91916 1.71140 2.60890
H -0.22651 1.83988 1.41031
```

## Properties
LUMO (hartree): 0.0352
SMILES string: C=CN.CN
HOMO level (eV): -8.36
Relative energy (zero: lowest compared OMol25 entry of this formula, charge and spin) (kcal/mol): 46.1

=====

# 11
DFT (the ωB97M-V functional and the def2-TZVPD basis) results for a 2-piece molecular cluster, C3H10N2 overall at a distorted geometry.

Geometry as XYZ:
```
15
Properties=species:S:1:pos:R:3
C 2.75415 2.64123 3.11750
C 2.86496 1.78856 4.11824
H 2.48978 2.45080 2.08785
H 2.79719 3.69819 3.37435
H 2.99847 0.72505 3.95999
H 3.07696 2.09467 5.13498
N -1.92901 -2.44760 -1.57201
C -2.36131 -1.42280 -2.52849
N -1.27857 -0.53200 -2.83396
H -2.50315 -3.27853 -1.67457
H -0.99677 -2.80095 -1.76340
H -2.65360 -1.87424 -3.47910
H -3.21179 -0.88697 -2.08373
H -1.00208 -0.27029 -3.75931
H -1.04526 0.11488 -2.09835
```

## Properties
LUMO (hartree): 0.0438
SMILES string: C=C.NCN
HOMO level (eV): -9.11
Relative energy (zero: lowest compared OMol25 entry of this formula, charge and spin) (kcal/mol): 35.4

=====

# 12
DFT (the ωB97M-V functional and the def2-TZVPD basis) results for a 2-piece molecular cluster, C3H10N2O overall at a distorted geometry.

Geometry as XYZ:
```
16
Properties=species:S:1:pos:R:3
C -0.86629 1.95758 0.49929
O -0.98966 3.33752 0.82519
C -2.13922 1.15469 0.47201
H -0.32240 1.91179 -0.43257
H -0.20469 1.48523 1.24060
H -3.06148 1.64029 0.16200
H -2.05663 0.20079 -0.06268
H -2.35506 0.67676 1.44193
N 2.67345 -2.34120 -0.01247
C 1.69050 -2.09089 -0.93057
N 1.28765 -2.96086 -1.75971
H 2.92813 -1.66242 0.67800
H 3.33237 -3.06000 -0.27431
H 1.54245 -1.00816 -1.03624
H -1.82716 3.46004 1.29184
H 0.36805 -2.70117 -2.10231
```

## Properties
LUMO (hartree): 0.0265
SMILES string: [H]/N=C/N.CCO
HOMO level (eV): -9.25
Relative energy (zero: lowest compared OMol25 entry of this formula, charge and spin) (kcal/mol): 43.1